DFT (ωB97M-V/def2-TZVPD) results for a 13-piece molecular cluster, C3H34N2O12 overall.

Summary:
Total charge: 0
Calculated total energy: -31213.179 eV

```
51
C3H34N2O12 ωB97M-V/def2-TZVPD
C -0.37 -0.85 -1.92
C -0.16 -0.13 -0.51
C -0.28 1.41 -0.66
N -0.13 2.02 0.67
N -0.15 -2.28 -1.68
H -1.39 -0.63 -2.42
H 0.25 -0.50 -2.78
H -1.06 -0.34 0.00
H 0.74 -0.60 -0.06
H -1.31 1.61 -1.08
H 0.39 1.68 -1.54
H 0.82 2.14 1.05
H -0.43 2.99 0.62
H 0.58 -2.48 -1.01
H 0.11 -2.81 -2.59
H 2.27 1.22 2.64
H 2.48 -0.37 2.38
O 2.83 0.53 2.19
H -1.38 0.44 1.56
H -1.71 -0.78 2.38
O -1.76 0.15 2.44
H -1.72 3.75 -3.08
H -2.37 3.80 -1.72
O -1.54 3.56 -2.15
H 2.81 -2.89 0.06
H 3.26 -3.37 1.54
O 2.57 -3.30 0.92
H 3.46 2.38 -0.37
H 3.23 1.31 0.70
O 3.02 1.56 -0.22
H 0.75 2.15 4.08
H 0.01 2.08 2.84
O 0.91 2.25 3.14
H -4.40 2.23 -0.21
H -3.93 3.55 0.30
O -4.25 3.14 -0.53
H 3.04 0.59 -1.69
H 2.73 -0.66 -2.54
O 3.41 -0.02 -2.36
H -1.65 -3.68 -1.37
H -2.48 -4.86 -1.12
O -2.45 -3.94 -0.87
H 4.67 -2.69 -1.58
H 3.99 -1.33 -1.47
O 3.89 -2.26 -1.18
H -1.51 -2.56 0.37
H -2.46 -3.27 1.45
O -1.84 -2.54 1.26
H -3.47 0.24 0.24
H -3.30 0.72 1.72
O -3.82 0.86 0.90
```